The following is a quantum chemistry calculation of a molecular structure, C15H22N2NiOP, from the Open Molecules 2025 dataset.

Structure (ORCA input):
```
! wB97M-V def2-TZVPD RIJCOSX def2/J DEFGRID3
* xyz -1 3
H 2.3674 0.5821 -4.6931
C -0.0667 0.0449 -0.6553
C -2.3608 -1.3324 -0.0549
C 1.3275 -1.2048 -3.8901
H -1.9833 -0.7660 2.0082
H -2.4532 -1.6392 -2.2133
Ni -0.3298 0.0997 -3.4225
H 0.8054 2.5343 -1.8147
H 2.6635 0.4547 4.2916
H 0.2664 -1.6844 2.4944
C 0.6964 1.3163 4.0293
C -1.9405 -1.1664 -1.3718
C 0.3093 0.7455 1.6744
H 2.0793 -1.7576 -3.3196
H -3.2520 -1.9219 0.1412
H -0.4865 -1.9614 5.2068
H -1.5671 -2.1039 3.8019
C -0.0577 -1.6303 -3.9773
C 1.4729 -0.0321 -4.6061
C -0.8718 -1.4344 4.3266
P -0.1487 2.2720 -2.8437
H 0.8762 0.5083 -0.9500
H 0.0557 1.0977 -5.9422
O 0.9082 1.7660 1.3239
H 0.2701 2.2905 3.7647
H 0.2608 0.9712 4.9742
C -0.4579 -0.0653 0.6741
N 0.2177 0.3639 3.0000
C 2.1978 1.4303 4.1299
H 2.4526 2.0730 4.9752
H -1.2548 3.0547 -2.3811
H 2.5947 1.8877 3.2205
C -0.6787 -0.7959 -4.9906
N -0.8916 -0.3493 -1.6703
H -0.4042 -2.5947 -3.6089
H 1.2481 -1.2466 3.9066
C 0.2842 -1.0621 3.3991
C -1.6525 -0.7229 0.9759
H -1.6423 -0.9301 -5.4706
H -1.4040 -0.5332 4.6589
H 0.3254 3.1670 -3.8451
C 0.2247 0.2750 -5.2564
*
```

As for the energy: -2619.0905 Ha. As for the lowest unoccupied orbital energy (spin up / spin down): 3.13 / 3.12 eV. The HOMO energy (spin up / spin down) is -0.034 / -0.125 Ha. The energy above the lowest of the compared OMol25 structures with the same formula, charge and spin is 0.0 kcal per mole.